Entry 1:
{"formula": "C6H13BrN2O4", "method": "ωB97M-V/def2-TZVPD", "symbols": ["C", "O", "C", "C", "N", "C", "C", "O", "Br", "H", "H", "H", "H", "H", "H", "H", "H", "H", "H", "C", "N", "O", "O", "H", "H", "H"], "xyz": [[-0.571, -1.180, -0.129], [-1.013, -0.476, 1.024], [-1.451, 0.845, 0.760], [-2.826, 0.905, 0.084], [-2.742, 1.086, -1.368], [-1.454, 1.523, 2.127], [-0.168, 1.352, 2.893], [-0.048, 1.013, 4.005], [1.437, 1.627, 1.796], [-1.208, -0.986, -1.002], [-0.615, -2.248, 0.099], [0.466, -0.911, -0.373], [-0.713, 1.348, 0.111], [-3.314, -0.054, 0.306], [-3.430, 1.691, 0.558], [-3.467, 1.702, -1.712], [-1.852, 1.493, -1.636], [-1.630, 2.602, 2.014], [-2.246, 1.104, 2.760], [4.265, -1.618, -1.288], [3.278, -1.977, -2.346], [2.107, -2.030, -2.030], [3.719, -2.191, -3.455], [3.727, -1.455, -0.362], [4.967, -2.443, -1.213], [4.781, -0.723, -1.624]], "lowdin_charge": [-0.078, -0.185, -0.418, -0.219, -0.002, -0.136, -0.768, 0.080, 0.710, 0.086, 0.096, 0.068, 0.106, 0.125, 0.114, 0.065, 0.063, 0.137, 0.141, 0.048, -0.450, 0.059, 0.067, 0.092, 0.100, 0.100], "relative_energy_kcal_mol": 0.0, "homo_ev": -9.5604, "largest_force_ev_per_a": 1.016, "homo_lumo_gap_ev": 9.78, "multiplicity": 1}

---

Entry 2:
{"formula": "C2H6ClNO2P", "method": "ωB97M-V/def2-TZVPD", "symbols": ["C", "C", "N", "O", "O", "P", "Cl", "H", "H", "H", "H", "H", "H"], "xyz": [[0.644, 0.555, 1.066], [0.830, -0.996, -0.817], [0.165, 0.125, -0.196], [-1.680, 1.899, 0.244], [-1.657, 0.290, -1.903], [-1.479, 0.552, -0.473], [-2.372, -1.053, 0.680], [0.592, -0.092, 1.900], [1.728, 0.831, 0.905], [0.075, 1.520, 1.322], [0.693, -0.913, -1.845], [1.848, -0.740, -0.392], [0.613, -1.979, -0.490]], "lowdin_charge": [-0.300, -0.260, -0.194, -0.412, -0.366, 0.080, 0.141, 0.040, 0.051, 0.090, 0.051, 0.037, 0.042], "relative_energy_kcal_mol": 0.0, "charge": -1, "homo_ev": [0.6307, -7.0570], "largest_force_ev_per_a": 4.381, "homo_lumo_gap_ev": [2.93, 6.86], "multiplicity": 3, "s_squared": 2.00}

---

Entry 3:
{"formula": "C6H12NO5S", "method": "ωB97M-V/def2-TZVPD", "symbols": ["C", "C", "C", "C", "C", "C", "N", "O", "O", "O", "O", "O", "S", "H", "H", "H", "H", "H", "H", "H", "H", "H", "H", "H", "H"], "xyz": [[-2.019, 1.214, 0.491], [-1.923, 0.927, -1.005], [-1.294, 0.034, 1.156], [-2.071, -0.589, -1.079], [-1.216, -1.085, 0.087], [0.268, -1.243, -0.272], [2.123, 1.183, 0.634], [3.447, -1.010, 1.014], [4.631, 0.962, 0.244], [3.032, -0.129, -1.239], [0.652, -0.660, -1.339], [0.981, -1.888, 0.495], [3.322, 0.356, 0.151], [-1.557, 2.163, 0.753], [-3.069, 1.241, 0.800], [-2.680, 1.457, -1.587], [-0.932, 1.200, -1.363], [-0.283, 0.328, 1.453], [-1.828, -0.311, 2.046], [-3.116, -0.877, -0.927], [-1.729, -0.994, -2.030], [-1.566, -2.038, 0.489], [2.419, 1.632, 1.482], [1.826, -0.422, -1.324], [2.582, -1.451, 0.871]], "lowdin_charge": [-0.192, -0.200, -0.139, -0.167, -0.218, -0.575, -0.195, -0.213, -0.347, -0.285, 0.038, 0.018, 0.468, 0.101, 0.098, 0.099, 0.108, 0.094, 0.104, 0.108, 0.108, 0.136, -0.009, 0.049, 0.010], "relative_energy_kcal_mol": 0.0, "charge": -1, "homo_ev": -5.2621, "largest_force_ev_per_a": 1.007, "homo_lumo_gap_ev": 8.74, "multiplicity": 1}

---

Entry 4:
{"formula": "C4H8O2", "method": "ωB97M-V/def2-TZVPD", "symbols": ["O", "C", "C", "C", "O", "C", "H", "H", "H", "H", "H", "H", "H", "H"], "xyz": [[2.078, 0.929, -0.033], [0.949, 0.319, 0.549], [-0.394, 1.007, 0.242], [-1.007, -0.390, -0.020], [-1.716, -0.600, -1.218], [0.408, -0.983, -0.076], [2.597, 0.246, -0.472], [1.100, 0.208, 1.632], [-0.327, 1.590, -0.681], [-0.830, 1.613, 1.040], [-1.577, -0.754, 0.846], [-2.583, -0.183, -1.136], [0.708, -1.081, -1.125], [0.593, -1.922, 0.454]], "lowdin_charge": [-0.024, -0.376, -0.067, -0.379, -0.025, -0.072, 0.089, 0.143, 0.125, 0.108, 0.146, 0.095, 0.125, 0.112], "relative_energy_kcal_mol": 38.4, "homo_ev": -9.8061, "largest_force_ev_per_a": 0.354, "homo_lumo_gap_ev": 10.75, "multiplicity": 1}

---

Entry 5:
{"formula": "C3H3I2N", "method": "ωB97M-V/def2-TZVPD", "symbols": ["C", "C", "C", "N", "I", "I", "H", "H", "H"], "xyz": [[-0.699, 0.120, -1.263], [-0.136, 0.172, 1.218], [0.368, -0.295, -0.398], [-1.536, 0.539, -1.966], [0.694, -2.333, -0.794], [2.139, 0.983, -0.920], [0.578, -0.015, 1.980], [-1.065, -0.354, 1.291], [-0.343, 1.184, 0.851]], "lowdin_charge": [-0.523, -0.084, -1.297, 0.173, 0.845, 0.731, 0.053, 0.052, 0.050], "relative_energy_kcal_mol": 16.5, "homo_ev": -9.8142, "largest_force_ev_per_a": 4.989, "homo_lumo_gap_ev": 8.89, "multiplicity": 1}

---

Entry 6:
{"formula": "C3H4NO", "method": "ωB97M-V/def2-TZVPD", "symbols": ["C", "C", "C", "N", "O", "H", "H", "H", "H"], "xyz": [[-1.799, 1.130, 0.210], [-0.198, 0.823, -0.054], [-0.454, -0.704, 0.085], [-2.488, 0.168, -0.084], [-1.928, -0.973, -0.098], [-0.092, 0.920, -1.170], [0.686, 1.195, 0.539], [0.089, -1.421, -0.608], [-0.140, -1.087, 1.096]], "lowdin_charge": [0.229, -0.001, -0.084, 0.083, 0.131, 0.149, 0.155, 0.173, 0.166], "relative_energy_kcal_mol": 62.3, "charge": 1, "homo_ev": [-16.5949, -18.0301], "largest_force_ev_per_a": 6.710, "homo_lumo_gap_ev": [11.47, 8.35], "multiplicity": 3, "s_squared": 2.01}